#a
Molecular formula: C5H11NO3
Method: DFT, ωB97M-V/def2-TZVPD

For the HOMO energy (spin up / spin down), the calculation gives -6.29 / -6.29 eV. Its spin multiplicity is 1. For the orbital gap (spin up / spin down), the calculation gives 0.249 / 0.249 hartree. As for the net charge: 0. For the LUMO energy (spin up / spin down), the calculation gives 0.488 / 0.488 eV.

```
20
Properties=species:S:1:pos:R:3:mulliken_charge:R:1
C 0.3098 -0.1753 0.7255 1.130
C -0.0311 -0.9498 -0.3770 -0.913
C 0.9604 1.1604 0.5911 -1.268
C -2.5881 0.9241 -0.7812 -1.123
N 1.9177 -1.6901 -0.5820 -0.665
C -1.9658 0.0577 0.2951 0.549
O 0.3180 -0.7850 1.9207 -0.408
O 2.8323 -0.6077 -0.9341 -0.416
O -2.5741 -0.3700 1.2315 -0.476
H 0.7756 -0.2457 2.5793 0.386
H 3.0282 -0.7889 -1.8611 0.313
H 2.2728 -1.9648 0.3382 0.260
H -0.4670 -1.9279 -0.2403 0.383
H 0.0073 -0.5013 -1.3564 0.300
H 0.9134 1.7304 1.5218 0.429
H 0.4857 1.7444 -0.1973 0.265
H 2.0074 1.0116 0.3041 0.325
H -3.5947 1.2450 -0.4985 0.372
H -2.6503 0.3390 -1.7028 0.289
H -1.9576 1.7939 -0.9764 0.266
```

#b
Molecular formula: C5H11NO3
Method: DFT, ωB97M-V/def2-TZVPD

For the HOMO energy, the calculation gives -8.81 eV. Its spin multiplicity is 1. For the orbital gap, the calculation gives 0.346 hartree. As for the net charge: 0. For the LUMO energy, the calculation gives 0.608 eV.

```
20
Properties=species:S:1:pos:R:3:mulliken_charge:R:1
C 0.9283 -0.3883 2.4001 -0.881
N 0.7914 0.0012 0.9920 0.030
O 1.7743 0.9753 0.6750 -0.422
H 1.2278 1.7730 0.4953 0.367
H 0.4877 -0.6271 -0.1143 0.336
H 1.9426 -0.7541 2.5458 0.331
H 0.2083 -1.1761 2.6081 0.315
H 0.7477 0.4676 3.0528 0.289
C 0.2910 0.4710 -2.2729 -1.227
C -0.5928 0.5832 0.5090 0.464
C -0.3411 -0.3764 -1.2049 0.535
C -1.1737 -1.3900 -1.4678 -0.855
O -1.5523 -0.1465 1.1730 -0.465
O -0.6663 1.7927 0.3252 -0.689
H -2.3830 0.3339 1.0563 0.355
H -0.0088 0.1580 -3.2773 0.435
H -0.0008 1.5152 -2.1355 0.250
H 1.3816 0.4364 -2.2122 0.269
H -1.6479 -1.9456 -0.6654 0.259
H -1.4138 -1.7034 -2.4824 0.303
```

#c
Molecular formula: C5H11NO3
Method: DFT, ωB97M-V/def2-TZVPD

For the HOMO energy, the calculation gives -7.50 eV. Its spin multiplicity is 1. For the orbital gap, the calculation gives 0.297 hartree. As for the net charge: 0. For the LUMO energy, the calculation gives 0.575 eV.

```
20
Properties=species:S:1:pos:R:3:mulliken_charge:R:1
C 1.3152 -0.0078 0.4749 -0.577
C -0.4817 -0.0764 1.8816 0.814
N 1.9674 0.1352 1.7229 -0.500
O -0.8748 1.0495 2.0226 -0.560
O -0.5220 -1.2156 2.2072 -0.447
H -1.0187 1.7223 0.2899 0.511
H 2.1248 -0.7207 2.2375 0.269
H 1.9131 1.0567 2.1348 0.243
H 1.4783 -0.9931 0.0559 0.271
H 1.6738 0.8067 -0.1478 0.345
C -1.6983 -0.6400 -0.5613 -1.477
C 0.2124 -0.0435 -2.0807 -1.577
C -0.4983 0.2477 -0.7921 0.834
O -0.6861 1.5767 -0.6228 -0.479
H -2.3221 -0.3020 0.2642 0.382
H -2.3404 -0.5941 -1.4507 0.417
H 0.4226 -1.1082 -2.1783 0.360
H -0.4195 0.2669 -2.9180 0.455
H 1.1481 0.5116 -2.1517 0.389
H -1.3939 -1.6717 -0.3880 0.328
```

Relative to the most stable one, in kJ/mol, the structures come out at #a 373.0; #b 224.2; #c 0.0.

#a
Molecular formula: C3H3ClO
Method: DFT, ωB97M-V/def2-TZVPD

For the HOMO energy (spin up / spin down), the calculation gives -7.05 / -10.74 eV. Its spin multiplicity is 3. For the orbital gap (spin up / spin down), the calculation gives 0.285 / 0.310 hartree. As for the net charge: 0. For the LUMO energy (spin up / spin down), the calculation gives 0.695 / -2.310 eV. As for the expectation value of S²: 2.013.

```
8
Properties=species:S:1:pos:R:3:mulliken_charge:R:1
C -0.2442 0.1340 0.6788 0.178
C 0.8955 0.9374 1.2729 -0.292
C 0.0770 -0.1282 -0.7630 -0.323
O 0.3219 0.1391 2.0324 -0.161
Cl -0.6756 -1.6033 -1.3933 -0.211
H -1.2487 0.6026 0.7975 0.240
H 1.0136 -0.6720 -0.9557 0.260
H -0.1395 0.5904 -1.6696 0.309
```

#b
Molecular formula: C3H3ClO
Method: DFT, ωB97M-V/def2-TZVPD

For the HOMO energy (spin up / spin down), the calculation gives -6.87 / -9.33 eV. Its spin multiplicity is 3. For the orbital gap (spin up / spin down), the calculation gives 0.277 / 0.315 hartree. As for the net charge: 0. For the LUMO energy (spin up / spin down), the calculation gives 0.653 / -0.752 eV. As for the expectation value of S²: 2.013.

```
8
Properties=species:S:1:pos:R:3:mulliken_charge:R:1
C -0.4377 0.3631 0.0940 0.058
C 1.8075 -0.6015 -0.0523 -0.396
C -1.6671 0.7499 0.0161 -0.126
O 0.5736 -0.2664 -0.3716 -0.291
Cl -3.0067 -0.3769 0.1932 -0.193
H 2.4012 -0.8877 -0.8581 0.319
H 2.2115 -0.8136 0.9236 0.302
H -1.8823 1.8331 0.0552 0.326
```

Relative to the most stable one, in kJ/mol, the structures come out at #a 175.4; #b 0.0.